1.
{"formula": "C49H40Cl5CsN11O3PSe3Te", "method": "wB97M-V/def2-TZVPD", "elements": ["Cs", "N", "C", "C", "C", "C", "C", "C", "P", "C", "C", "C", "C", "C", "C", "C", "C", "C", "C", "C", "C", "H", "H", "H", "H", "H", "H", "H", "H", "H", "H", "H", "H", "H", "H", "H", "H", "Cl", "C", "C", "Cl", "C", "Cl", "C", "O", "C", "Cl", "C", "Cl", "Se", "Se", "Te", "Se", "C", "N", "C", "N", "C", "N", "C", "C", "C", "C", "C", "C", "C", "N", "N", "C", "O", "C", "C", "C", "C", "C", "C", "N", "C", "N", "C", "N", "C", "H", "H", "H", "H", "H", "H", "H", "H", "H", "H", "H", "H", "H", "H", "H", "H", "N", "C", "N", "C", "C", "O", "C", "C", "H", "H", "H", "H", "H", "H", "H", "H"], "positions_angstrom": [[1.484, -1.610, -0.853], [2.180, -3.120, 1.959], [1.058, -3.602, 2.604], [0.997, -4.951, 2.985], [-0.115, -5.464, 3.619], [-1.210, -4.654, 3.907], [-1.167, -3.328, 3.513], [-0.070, -2.787, 2.850], [-0.089, -1.086, 2.174], [-1.324, -1.272, 0.807], [-1.980, -2.446, 0.460], [-2.869, -2.472, -0.606], [-3.106, -1.332, -1.350], [-2.438, -0.157, -1.029], [-1.554, -0.130, 0.031], [-1.168, -0.204, 3.386], [-0.559, 0.225, 4.567], [-1.273, 0.947, 5.509], [-2.609, 1.260, 5.292], [-3.225, 0.835, 4.124], [-2.510, 0.109, 3.181], [3.019, -3.691, 2.013], [2.425, -2.183, 2.264], [1.855, -5.581, 2.783], [-0.123, -6.509, 3.907], [-2.077, -5.051, 4.418], [-2.020, -2.688, 3.710], [-1.792, -3.354, 1.020], [-3.358, -3.401, -0.870], [-3.785, -1.361, -2.193], [-2.592, 0.737, -1.615], [-1.033, 0.788, 0.273], [0.483, -0.020, 4.743], [-0.778, 1.269, 6.417], [-3.165, 1.827, 6.029], [-4.268, 1.061, 3.939], [-3.009, -0.211, 2.275], [1.044, -7.191, -6.019], [0.706, -5.947, -4.863], [1.518, -5.775, -3.742], [2.879, -6.815, -3.513], [1.248, -4.781, -2.821], [2.298, -4.547, -1.446], [0.133, -3.893, -2.945], [-0.113, -2.990, -2.109], [-0.653, -4.094, -4.123], [-1.963, -2.991, -4.362], [-0.372, -5.083, -5.043], [-1.376, -5.261, -6.445], [5.519, -2.958, 2.212], [6.017, -1.461, 0.410], [4.214, 0.406, 0.433], [5.401, 2.633, 0.253], [-0.872, 4.562, 1.522], [0.130, 3.728, 0.912], [0.500, 2.484, 1.254], [1.364, 2.014, 0.382], [1.507, 3.041, -0.488], [0.768, 4.098, -0.223], [-2.269, 4.318, 0.998], [-3.358, 4.624, 1.803], [-4.659, 4.432, 1.355], [-4.883, 3.921, 0.090], [-3.791, 3.607, -0.720], [-2.488, 3.803, -0.276], [-4.066, 3.037, -2.040], [-5.210, 2.772, -2.567], [-4.944, 2.181, -3.808], [-3.662, 2.140, -3.920], [-3.025, 2.685, -2.846], [-2.871, 1.571, -5.011], [-3.552, 0.884, -6.019], [-2.838, 0.321, -7.060], [-1.455, 0.448, -7.098], [-0.773, 1.132, -6.100], [0.732, 1.226, -6.147], [1.369, 0.244, -5.292], [1.615, 0.301, -3.977], [2.131, -0.837, -3.568], [2.166, -1.581, -4.699], [1.717, -0.966, -5.772], [-1.489, 1.692, -5.048], [-0.570, 5.597, 1.353], [-0.852, 4.380, 2.598], [0.123, 1.976, 2.129], [2.208, 3.015, -1.308], [-3.186, 5.007, 2.803], [-5.495, 4.668, 2.000], [-5.886, 3.751, -0.273], [-1.640, 3.560, -0.903], [-4.628, 0.793, -5.967], [-3.355, -0.228, -7.835], [-0.890, -0.008, -7.903], [1.079, 2.216, -5.847], [1.093, 1.025, -7.154], [1.436, 1.177, -3.373], [2.531, -2.595, -4.729], [-0.968, 2.222, -4.260], [2.516, -0.760, 3.930], [3.291, 0.106, 3.866], [4.153, 1.090, 3.795], [5.598, 0.854, 3.668], [6.271, 1.380, 4.919], [5.921, 2.735, 5.203], [4.528, 2.897, 5.347], [3.792, 2.465, 4.084], [5.943, 1.373, 2.768], [5.770, -0.218, 3.548], [7.354, 1.371, 4.797], [6.006, 0.754, 5.785], [4.351, 3.953, 5.562], [4.169, 2.296, 6.200], [4.102, 3.080, 3.231], [2.711, 2.544, 4.207]], "atomic_forces_ev_per_a": [[1.30, 1.69, 1.61], [-0.47, 0.04, 0.14], [0.10, 0.02, -0.10], [-0.05, -0.06, 0.02], [0.04, -0.07, 0.02], [0.03, 0.01, -0.02], [-0.11, 0.08, 0.06], [0.17, -0.02, 0.02], [-0.54, -0.05, -0.09], [0.05, 0.10, 0.09], [0.00, -0.04, 0.11], [-0.06, -0.05, -0.06], [-0.03, 0.01, -0.04], [-0.10, -0.01, -0.07], [0.01, -0.07, 0.18], [0.10, -0.10, 0.01], [0.08, 0.00, 0.05], [0.01, 0.05, 0.11], [-0.04, 0.01, -0.02], [0.00, 0.04, 0.04], [-0.03, 0.02, -0.07], [0.08, 0.05, -0.04], [0.15, 0.15, -0.05], [0.00, 0.00, 0.00], [-0.01, 0.00, 0.00], [-0.01, 0.00, 0.01], [0.00, 0.00, 0.01], [0.01, 0.02, -0.02], [0.02, -0.01, -0.02], [0.01, 0.00, 0.00], [-0.01, 0.02, -0.04], [0.01, -0.01, -0.05], [-0.01, 0.00, -0.02], [-0.02, 0.00, 0.01], [0.00, 0.00, 0.00], [0.00, 0.02, 0.02], [0.01, -0.02, 0.00], [0.00, -0.04, -0.02], [0.02, -0.02, -0.07], [0.01, -0.03, -0.03], [0.01, -0.02, 0.00], [0.19, -0.04, 0.18], [-0.13, -0.69, -0.37], [-0.03, -0.08, -0.15], [-1.18, -1.06, -0.88], [0.05, 0.06, 0.01], [-0.01, 0.02, -0.02], [-0.08, -0.04, -0.10], [0.00, 0.00, -0.01], [0.24, 0.46, -0.23], [-0.28, -0.10, 0.25], [0.50, 0.05, -0.28], [-0.22, -0.27, 0.15], [0.04, 0.04, 0.09], [0.02, -0.01, 0.03], [0.11, -0.07, -0.07], [-0.14, -0.07, 0.16], [0.10, 0.02, -0.13], [-0.07, 0.11, -0.02], [-0.09, -0.02, -0.08], [0.02, 0.04, 0.07], [0.06, -0.03, -0.06], [0.16, 0.04, 0.08], [-0.18, -0.04, -0.14], [-0.07, 0.08, 0.18], [0.19, 0.01, -0.05], [0.16, -0.15, -0.30], [0.01, 0.15, 0.35], [0.17, 0.07, 0.08], [-0.37, -0.04, -0.05], [-0.24, -0.02, 0.00], [0.17, 0.02, 0.00], [0.06, 0.04, 0.06], [0.03, -0.03, -0.01], [-0.09, -0.01, -0.09], [0.05, -0.05, -0.03], [0.01, 0.14, 0.00], [0.17, -0.11, -0.01], [0.05, 0.15, -0.33], [-0.02, -0.02, -0.10], [-0.08, -0.07, -0.10], [0.00, -0.02, -0.07], [-0.03, -0.01, -0.02], [0.00, 0.01, -0.01], [0.01, -0.03, 0.02], [0.02, 0.01, 0.02], [0.00, -0.01, 0.01], [0.00, 0.00, 0.02], [0.00, -0.03, -0.05], [-0.03, -0.04, -0.06], [-0.02, 0.01, 0.04], [0.01, -0.01, -0.01], [-0.01, -0.02, 0.00], [-0.04, -0.01, 0.04], [-0.01, 0.06, 0.01], [-0.01, 0.00, 0.03], [0.01, -0.01, -0.01], [-0.02, 0.01, 0.03], [0.21, 0.38, 0.16], [-0.29, -0.30, 0.00], [0.25, -0.10, 0.21], [-0.13, -0.12, -0.02], [0.08, 0.02, 0.05], [0.07, 0.00, -0.01], [-0.14, -0.04, -0.05], [-0.01, 0.12, -0.05], [0.02, 0.04, 0.06], [0.02, 0.01, -0.07], [-0.01, -0.03, 0.00], [-0.02, 0.01, -0.03], [0.02, -0.01, -0.02], [0.00, 0.02, -0.02], [0.01, -0.01, 0.01], [0.00, -0.02, 0.03]], "mulliken_charge": [1.70, 0.47, 0.22, -0.61, -0.62, -0.86, 0.04, 0.65, 0.85, -0.77, -0.54, -1.25, -0.54, -0.29, 0.50, 0.21, -0.70, -0.58, -0.61, -0.68, 0.00, 0.02, -0.60, 0.44, 0.36, 0.39, 0.35, 0.38, 0.32, 0.49, 0.20, 0.44, 0.35, 0.43, 0.36, 0.42, 0.35, -0.24, 0.31, 0.05, -0.21, 0.78, -0.13, -1.53, -0.59, 0.41, -0.14, 0.16, -0.24, -0.79, -0.42, 0.44, -0.91, -1.57, 1.23, -0.80, 0.53, -0.53, -1.04, 0.86, -0.81, -0.75, -1.00, 0.25, -0.01, 0.44, -0.56, -0.59, 0.54, -0.18, 0.22, -1.03, -0.81, -0.56, 1.10, -1.75, 1.04, -0.25, -0.20, -0.50, -1.00, -0.01, 0.30, 0.44, 0.38, 0.55, 0.46, 0.39, 0.53, 0.84, 0.52, 0.40, 0.39, 0.45, 0.40, 0.39, 0.55, 0.62, -0.74, 0.46, 0.23, -0.15, -0.71, -0.39, -0.68, -0.35, 0.11, 0.17, 0.33, 0.35, 0.34, 0.34, 0.17, 0.36], "gap_ev": 3.65, "de_lowest_kcal_mol": 8.35, "total_charge": -2, "energy_ha": -12854.2141, "homo_ev": -0.82}

2.
{"formula": "C49H40IN3O6P2SrTe", "method": "wB97M-V/def2-TZVPD", "elements": ["Sr", "C", "C", "N", "C", "C", "C", "O", "C", "C", "N", "C", "C", "C", "C", "C", "C", "I", "C", "O", "H", "H", "H", "H", "H", "H", "H", "H", "H", "H", "H", "H", "O", "P", "C", "P", "O", "C", "C", "C", "C", "C", "C", "C", "C", "C", "C", "C", "C", "C", "C", "C", "C", "C", "C", "C", "C", "C", "C", "C", "C", "H", "H", "H", "H", "H", "H", "H", "H", "H", "H", "H", "H", "H", "H", "H", "H", "H", "H", "H", "H", "H", "H", "O", "C", "O", "C", "C", "C", "C", "C", "C", "C", "C", "C", "N", "H", "H", "H", "H", "H", "H", "Te"], "positions_angstrom": [[-0.940, 1.130, -0.856], [1.973, 3.095, 2.046], [0.581, 3.231, 2.599], [0.428, 3.648, 3.850], [-0.835, 3.764, 4.305], [-1.950, 3.413, 3.581], [-3.299, 3.642, 4.195], [-4.061, 4.654, 3.511], [-1.810, 2.911, 2.255], [-2.993, 2.421, 1.567], [-3.108, 1.936, 0.341], [-4.400, 1.800, -0.160], [-5.433, 2.663, 0.274], [-6.744, 2.554, -0.150], [-7.107, 1.583, -1.075], [-6.106, 0.768, -1.594], [-4.793, 0.881, -1.169], [-3.488, -0.429, -2.162], [-0.489, 2.899, 1.724], [-0.222, 2.568, 0.499], [2.691, 3.469, 2.777], [2.076, 3.640, 1.103], [2.197, 2.045, 1.818], [-0.949, 4.153, 5.314], [-3.168, 4.009, 5.213], [-3.875, 2.715, 4.249], [-3.904, 4.523, 2.567], [-3.890, 2.406, 2.186], [-5.170, 3.467, 0.949], [-7.485, 3.246, 0.240], [-8.132, 1.471, -1.409], [-6.351, 0.025, -2.342], [-0.184, -0.276, 1.165], [-0.233, -1.776, 1.255], [-0.444, -2.552, -0.398], [0.662, -1.805, -1.623], [0.411, -0.335, -1.842], [0.440, -2.721, -3.168], [0.832, -2.069, -4.338], [0.735, -2.715, -5.564], [0.244, -4.011, -5.626], [-0.158, -4.659, -4.468], [-0.059, -4.014, -3.238], [2.377, -2.112, -1.157], [3.117, -3.153, -1.703], [4.456, -3.314, -1.362], [5.052, -2.430, -0.475], [4.317, -1.388, 0.072], [2.984, -1.221, -0.274], [1.398, -2.389, 1.826], [2.076, -1.545, 2.707], [3.200, -1.985, 3.398], [3.656, -3.285, 3.226], [2.975, -4.141, 2.371], [1.846, -3.699, 1.689], [-1.300, -2.581, 2.467], [-1.176, -2.012, 3.822], [-1.416, -2.779, 4.931], [-1.694, -4.158, 4.851], [-1.647, -4.759, 3.587], [-1.403, -4.044, 2.436], [-1.480, -2.376, -0.712], [-0.249, -3.625, -0.323], [1.193, -1.048, -4.277], [1.034, -2.203, -6.470], [0.162, -4.514, -6.582], [-0.557, -5.664, -4.517], [-0.390, -4.522, -2.340], [2.653, -3.843, -2.398], [5.030, -4.126, -1.792], [6.094, -2.557, -0.205], [4.776, -0.707, 0.779], [2.394, -0.428, 0.174], [1.719, -0.528, 2.834], [3.714, -1.312, 4.074], [4.532, -3.634, 3.761], [3.316, -5.162, 2.240], [1.332, -4.390, 1.030], [-0.955, -0.955, 3.913], [-1.389, -2.299, 5.904], [-1.895, -4.741, 5.740], [-1.805, -5.830, 3.504], [-1.387, -4.555, 1.479], [-2.367, 3.721, -4.122], [-1.696, 3.136, -3.264], [-2.050, 2.344, -2.357], [-0.177, 3.398, -3.310], [0.334, 4.333, -4.256], [1.668, 4.538, -4.330], [2.532, 3.826, -3.460], [3.942, 3.968, -3.473], [4.717, 3.255, -2.608], [4.114, 2.374, -1.673], [2.760, 2.228, -1.638], [1.936, 2.937, -2.545], [0.585, 2.729, -2.489], [-0.381, 4.837, -4.892], [2.092, 5.240, -5.044], [4.391, 4.657, -4.180], [5.794, 3.368, -2.627], [4.732, 1.817, -0.980], [2.270, 1.585, -0.919], [-3.343, -1.645, 1.535]], "atomic_forces_ev_per_a": [[-1.22, -1.39, 0.45], [0.03, -0.03, 0.07], [0.59, 0.35, 0.77], [-0.09, -0.25, -0.80], [-0.04, 0.03, 0.04], [-0.04, -0.05, -0.18], [-0.16, 0.07, 0.07], [0.12, -0.14, -0.04], [0.43, -0.07, 0.25], [-0.21, -0.96, -1.69], [0.44, 1.19, 1.80], [-1.15, -0.24, -0.23], [0.33, -0.13, -0.09], [-0.17, -0.09, -0.10], [0.32, 0.07, 0.09], [-0.26, 0.13, 0.12], [0.56, 0.05, 0.31], [-0.39, -0.21, -0.16], [-0.56, -0.48, -1.25], [0.84, 2.42, 2.95], [-0.03, -0.03, -0.02], [-0.03, -0.02, 0.07], [-0.08, 0.11, 0.03], [0.01, -0.03, -0.08], [-0.02, -0.02, 0.01], [-0.05, -0.05, -0.01], [-0.03, 0.12, 0.13], [-0.05, 0.09, -0.05], [-0.07, -0.02, -0.01], [0.04, -0.04, -0.02], [0.06, 0.03, 0.01], [0.02, 0.04, 0.04], [0.37, -0.43, -0.03], [-0.16, -0.35, 0.64], [0.49, 0.17, -0.12], [-0.33, 0.09, 0.16], [1.49, -2.09, -0.94], [0.04, 0.15, -0.08], [-0.03, -0.03, -0.12], [0.03, 0.14, 0.14], [-0.02, -0.07, -0.01], [0.01, 0.06, 0.13], [-0.09, -0.19, -0.09], [0.13, 0.17, -0.31], [0.10, -0.09, 0.05], [-0.10, 0.00, -0.01], [0.00, -0.03, 0.00], [-0.10, 0.08, -0.02], [0.11, 0.05, 0.04], [-0.10, 0.31, 0.30], [0.16, -0.03, 0.10], [-0.17, 0.08, -0.08], [0.02, 0.00, -0.04], [-0.12, 0.05, -0.11], [0.16, -0.17, -0.03], [-0.80, 0.20, 0.06], [0.47, -0.40, -0.01], [0.12, 0.08, -0.35], [-0.17, -0.14, 0.09], [0.12, 0.26, -0.09], [0.55, 0.03, 0.16], [-0.11, -0.05, 0.14], [-0.07, 0.01, 0.01], [-0.01, -0.04, 0.00], [-0.01, 0.01, 0.02], [0.00, 0.01, 0.02], [0.00, 0.01, 0.01], [0.01, 0.01, -0.02], [0.02, 0.02, -0.01], [-0.02, 0.01, 0.01], [-0.01, 0.00, 0.01], [-0.02, -0.03, -0.01], [0.05, 0.01, -0.12], [-0.01, -0.04, 0.02], [-0.01, 0.00, 0.00], [-0.01, 0.00, 0.00], [-0.01, 0.02, 0.00], [-0.02, 0.01, 0.07], [-0.12, 0.04, 0.01], [0.02, 0.04, 0.03], [0.01, 0.00, 0.00], [-0.01, -0.04, -0.03], [-0.15, 0.01, -0.01], [0.01, -0.09, 0.15], [0.01, 0.23, -0.26], [-0.91, 1.26, -1.45], [0.00, 0.10, -0.23], [-0.27, -0.08, 0.05], [0.24, 0.08, -0.05], [0.06, 0.02, -0.03], [-0.16, 0.07, -0.08], [0.00, -0.20, 0.23], [0.24, 0.12, -0.09], [-0.21, -0.02, 0.02], [-0.10, -0.10, 0.15], [0.33, 0.20, -0.17], [-0.01, -0.03, 0.03], [0.01, -0.02, 0.02], [-0.02, -0.01, -0.01], [0.00, -0.02, 0.02], [0.01, 0.03, -0.02], [0.03, -0.02, -0.04], [-0.13, 0.09, -0.26]], "mulliken_charge": [2.37, -0.60, 0.51, -0.76, -1.02, 0.98, -0.96, -0.62, 0.72, -1.65, 0.94, -0.54, -0.40, -0.65, -0.67, -0.57, 0.17, 0.39, 0.05, -1.30, 0.49, 0.16, -0.19, 0.26, 0.40, 0.31, 0.50, 1.13, 0.35, 0.38, 0.35, 0.36, 0.35, -1.14, -0.87, 1.46, -0.08, 0.28, -0.63, -0.69, -0.48, -0.72, -0.17, 0.68, -0.98, -0.78, -0.86, -0.84, 0.14, 1.13, -0.42, -0.69, -0.54, -0.65, -0.55, 1.10, -0.68, -0.52, -0.70, -0.58, -0.62, 0.09, 0.59, 0.41, 0.41, 0.37, 0.41, 0.37, 0.42, 0.41, 0.37, 0.54, -0.02, 0.28, 0.43, 0.35, 0.42, 0.21, 0.45, 0.36, 0.29, 0.36, 0.33, -0.86, -0.20, -0.49, 0.62, -0.84, -0.75, 1.10, -0.81, -0.72, -0.71, 0.30, -0.98, 0.58, 0.53, 0.37, 0.37, 0.37, 0.47, 0.67, -0.75], "gap_ev": 3.00, "de_lowest_kcal_mol": 53.08, "total_charge": -2, "energy_ha": -3786.3029, "homo_ev": 0.65}